Here is a molecular structure, FSn from OMol25. Energies are from wB97M-V/def2-TZVPD.

Last column: natural (NBO) charge in e.
Element x y z (Å)
Sn 0.674 1.223 1.927  1.410
F -0.674 -1.223 -1.927  -0.410

DFT total energy = -8533.243 eV
total charge = +1
HOMO level = -13.07 eV
maximum force = 0.017 hartree/bohr


Here is 2 unconnected molecules or ions with the total composition C3H5N3 in a non-equilibrium geometry from OMol25. Energies are from wB97M-V/def2-TZVPD.

Last column: natural (NBO) charge in e.
Element x y z (Å)
C -1.954 -0.218 0.024  -0.410
N -0.652 -0.035 -0.552  -0.477
C 0.271 0.634 -0.179  0.671
N 1.246 1.358 0.083  -0.771
H -2.625 -0.478 -0.793  0.209
H -1.962 -1.016 0.769  0.211
H -2.301 0.713 0.488  0.192
H 0.720 2.242 -0.008  0.386
C 2.432 -1.037 0.057  0.085
N 1.528 -1.743 -0.065  -0.338
H 3.296 -0.420 0.176  0.243

DFT total energy = -7660.146 eV
total charge = 0
HOMO level = -9.71 eV
maximum force = 0.026 hartree/bohr
SMILES = CN=C=N.C#N


Here is 4 unconnected molecules or ions with the total composition C44H40FNO16 in a non-equilibrium geometry from OMol25. Energies are from wB97M-V/def2-TZVPD.

Last column: Löwdin charge in e.
Element x y z (Å)
C -4.336 -2.266 -1.022  -0.016
C -4.003 -2.101 -2.384  -0.146
C -2.582 -2.348 -2.998  -0.142
C -1.424 -1.753 -2.148  -0.125
C -0.460 -2.600 -1.405  0.010
C 0.590 -1.988 -0.589  0.002
C 0.750 -0.528 -0.453  -0.119
C 1.851 0.099 0.457  -0.023
C 3.232 -0.693 0.408  -0.393
O 3.793 -0.911 1.445  0.124
F 3.777 -1.107 -0.784  0.081
C -0.201 0.322 -1.190  0.000
C -1.257 -0.313 -2.012  -0.012
C -2.258 0.657 -2.738  -0.262
O -2.633 0.502 -3.872  0.109
C -2.705 1.899 -1.879  -0.005
C -4.100 2.370 -1.863  -0.085
C -5.239 1.687 -2.678  -0.208
N -5.111 1.825 -4.142  -0.118
C -5.840 0.663 -4.734  -0.138
C -4.373 3.531 -0.986  0.012
C -3.362 4.183 -0.175  -0.165
C -3.706 5.412 0.786  -0.133
C -4.729 4.871 1.915  -0.185
C -4.086 4.712 3.336  -0.173
C -2.845 3.797 3.353  -0.256
O -3.160 2.404 3.360  -0.185
C -1.967 1.694 3.060  -0.121
C -1.944 3.697 -0.190  0.033
C -1.656 2.548 -1.058  -0.050
C -0.207 1.903 -1.147  -0.262
O 0.790 2.580 -1.210  0.103
H -4.499 -3.263 -0.529  0.057
H -4.488 -1.369 -0.356  0.061
H -4.849 -1.786 -3.061  0.092
H -2.575 -1.871 -4.015  0.110
H -2.387 -3.449 -3.192  0.122
H -0.597 -3.710 -1.492  0.078
H 1.252 -2.710 -0.043  0.117
H 2.094 1.162 0.208  0.121
H 1.450 0.108 1.510  0.126
H -5.162 0.582 -2.452  0.103
H -6.270 1.980 -2.307  0.127
H -5.547 2.689 -4.478  0.105
H -5.185 -0.237 -4.845  0.066
H -6.669 0.362 -4.018  0.079
H -6.331 0.926 -5.703  0.082
H -5.434 3.889 -0.946  0.119
H -2.767 5.813 1.265  0.107
H -4.157 6.266 0.221  0.107
H -5.605 5.578 1.908  0.106
H -5.143 3.881 1.570  0.108
H -4.878 4.270 4.012  0.124
H -3.805 5.690 3.825  0.121
H -2.272 4.014 4.311  0.133
H -2.122 3.987 2.517  0.094
H -1.044 2.243 3.404  0.082
H -1.887 1.572 1.936  0.092
H -1.949 0.667 3.503  0.098
H -1.171 4.188 0.453  0.117
O 4.521 4.382 6.325  0.113
C 3.794 3.532 5.845  -0.312
C 2.402 3.353 6.267  0.079
C 1.646 2.395 5.722  -0.226
O 0.358 2.216 6.090  0.094
C 2.192 1.479 4.676  -0.318
O 1.490 0.602 4.215  0.102
C 3.563 1.679 4.230  0.081
C 4.323 2.636 4.771  -0.226
O 5.591 2.841 4.372  0.110
H 2.024 4.023 7.027  0.137
H 0.036 1.463 5.557  0.105
H 3.928 1.025 3.448  0.128
H 5.919 3.585 4.914  0.119
O 6.472 1.542 -2.400  0.113
C 6.808 0.507 -2.944  -0.312
C 6.790 -0.785 -2.260  0.073
C 7.185 -1.894 -2.894  -0.229
O 7.175 -3.096 -2.286  0.104
C 7.659 -1.856 -4.311  -0.315
O 8.027 -2.887 -4.844  0.109
C 7.654 -0.568 -5.002  0.075
C 7.256 0.540 -4.369  -0.230
O 7.241 1.737 -4.985  0.104
H 6.448 -0.799 -1.235  0.129
H 7.505 -3.728 -2.953  0.117
H 7.983 -0.556 -6.033  0.136
H 6.917 2.371 -4.316  0.119
O -0.885 -5.318 -0.410  0.070
C -0.182 -6.223 0.008  -0.296
C 0.818 -6.892 -0.821  0.081
C 1.553 -7.891 -0.323  -0.227
O 2.481 -8.520 -1.065  0.111
C 1.381 -8.360 1.086  -0.312
O 2.058 -9.284 1.494  0.117
C 0.397 -7.674 1.922  0.079
C -0.336 -6.673 1.424  -0.226
O -1.247 -6.024 2.175  0.108
H 0.931 -6.545 -1.839  0.138
H 2.869 -9.198 -0.479  0.121
H 0.293 -8.010 2.945  0.138
H -1.639 -5.351 1.587  0.119

DFT total energy = -83235.379 eV
total charge = 0
HOMO level = -7.74 eV
maximum force = 0.065 hartree/bohr
SMILES = C=CCc1ccc(CC(=O)F)c2c1C(=O)c1c(CNC)cc(CCCCOC)cc1C2=O.O=C1C=C(O)C(=O)C=C1O.O=C1C=C(O)C(=O)C=C1O.O=C1C=C(O)C(=O)C=C1O


Here is 2 unconnected molecules or ions with the total composition C6H11Cl3NO2 in a non-equilibrium geometry from OMol25. Energies are from wB97M-V/def2-TZVPD.

Last column: natural (NBO) charge in e.
Element x y z (Å)
C -0.426 1.160 0.505  0.644
C 2.062 -1.112 1.058  -0.415
C 0.545 -2.176 -0.590  -0.409
C 0.170 2.925 -1.075  -0.311
C -0.154 -0.173 0.815  0.060
C -2.913 -0.409 0.003  -0.309
N 0.917 -0.890 0.176  -0.388
O -1.113 1.946 1.135  -0.465
O 0.197 1.538 -0.697  -0.553
Cl -3.229 -1.947 0.539  0.114
Cl -2.539 -0.291 -1.704  0.049
Cl -3.471 0.888 0.877  0.176
H 2.984 -1.285 0.548  0.243
H 2.206 -0.274 1.609  0.233
H 1.938 -1.904 1.700  0.231
H 1.631 -2.562 -0.797  0.241
H -0.049 -2.783 0.099  0.242
H -0.018 -1.774 -1.528  0.262
H 1.108 3.420 -0.837  0.202
H -0.693 3.579 -0.696  0.231
H 0.126 3.258 -2.183  0.228
H -0.593 -0.712 1.628  0.239
H 1.312 -0.420 -0.585  0.454

DFT total energy = -49540.824 eV
total charge = +1
⟨S²⟩ = 2.02
HOMO level (alpha / beta) = -11.22 / -14.06 eV
multiplicity = 3
maximum force = 0.088 hartree/bohr


Question: What is the formula in the first record?
Answer: FSn